Record 1
Density functional theory data (wB97M-V/def2-TZVPD) for the molecule C4H2ClFO in a non-equilibrium geometry.

Atoms and positions in Å:
C: 1.0976 -1.1123 0.0059
O: 1.0358 -2.2821 0.0910
H: -0.4580 1.0942 1.3320
H: -1.0963 -0.2872 -1.3836
F: -2.4725 0.3456 -0.0745
Cl: 2.3869 1.1728 -0.1827
C: 1.0037 0.1639 0.1874
C: -0.2911 0.6907 0.4110
C: -1.2061 0.2145 -0.3867

Properties
Multiplicity ... 1
LUMO ... 0.1 eV
SMILES ... O=C=C(Cl)/C=C/F
Orbital gap ... 0.337 Eh
HOMO level ... -9.078 eV
Total charge ... 0

Here are the Löwdin charges for atoms 1 to 2, given in e: -0.213, 0.184

=====

Record 2
Density functional theory data (wB97M-V/def2-TZVPD) for the molecule C4H2ClNOS in a non-equilibrium geometry.

Atoms and positions in Å:
O: -0.7072 -2.2332 0.8780
C: 0.5661 0.9209 -0.0760
H: 1.2193 1.7229 -0.0218
C: 0.6513 -0.1582 0.7361
N: -1.1365 -0.5077 -0.6191
Cl: 1.8322 -0.4609 1.9342
C: -0.4351 -1.1335 0.4189
H: -1.9380 -0.9800 -1.0374
S: -1.1399 1.6516 -2.1835
C: -0.5451 0.7187 -1.0086

Properties
Multiplicity ... 1
LUMO ... -1.7 eV
SMILES ... O=C1NC(=S)C=C1Cl
Orbital gap ... 0.286 Eh
HOMO level ... -9.507 eV
Total charge ... 0

Here are the Löwdin charges for atoms 1 to 2, given in e: 0.099, -0.068

=====

Record 3
Density functional theory data (wB97M-V/def2-TZVPD) for the ion C4H2ClO2 with charge -1 in a non-equilibrium geometry.

Atoms and positions in Å:
C: -0.0651 -0.7135 1.3410
Cl: 1.8625 -2.1846 2.7047
C: 0.9744 -1.9132 1.2482
H: -0.7390 0.9104 0.1814
O: -0.6775 -0.6562 2.4211
H: 0.5328 -0.1601 -0.6173
C: -0.0875 0.0544 0.2329
O: 0.7728 -3.2326 -0.8104
C: 0.9330 -2.7092 0.2461

Properties
Multiplicity ... 1
LUMO ... 3.6 eV
SMILES ... C=C([O-])C(Cl)=C=O
Orbital gap ... 0.241 Eh
HOMO level ... -2.966 eV
Total charge ... -1

Here are the Löwdin charges for atoms 1 to 2, given in e: -0.667, 0.616

=====

Record 4
Density functional theory data (wB97M-V/def2-TZVPD) for a structure of composition C4H2CrFLiO4 in a non-equilibrium geometry.

Atoms and positions in Å:
H: 0.1230 -2.7956 -0.6467
O: -2.1092 2.6070 1.0842
O: 0.5593 0.3218 0.1142
C: 0.4204 -1.7682 -0.8770
O: 1.6838 -1.4993 -0.1549
H: 0.6742 -1.6778 -1.9393
F: -1.0686 -1.2579 0.8383
C: -0.5491 -0.7331 -0.3688
C: -2.1213 2.6284 -0.0884
O: -2.3631 1.9987 -1.0481
Li: -2.0967 -0.1036 -1.6695
Cr: 3.3856 0.5448 1.0510
C: 1.6738 -0.2995 0.3021

Properties
Multiplicity ... 5
⟨S²⟩ ... 6.069
LUMO (alpha / beta) ... -11.9 / -10.6 eV
Orbital gap (alpha / beta) ... 0.175 / 0.225 Eh
HOMO level (alpha / beta) ... -16.650 / -16.670 eV
Total charge ... +2

Here are the Löwdin charges for atoms 1 to 2, given in e: 0.158, 0.241

=====

Record 5
Density functional theory data (wB97M-V/def2-TZVPD) for the molecule C4H2F2 in a non-equilibrium geometry.

Atoms and positions in Å:
F: -2.3043 -0.8046 1.0828
C: -1.1941 1.2689 0.1228
F: -2.3704 -0.5119 -1.1782
C: -1.7052 -0.2556 -0.0763
H: 0.2608 0.3468 -0.8519
H: 0.3384 -0.0260 0.9039
C: -0.2665 0.0658 0.0204
C: -1.4595 2.4726 0.0940

Properties
Multiplicity ... 1
LUMO ... -0.6 eV
Orbital gap ... 0.366 Eh
HOMO level ... -10.546 eV
Total charge ... 0

Here are the Löwdin charges for atoms 1 to 2, given in e: 0.076, -0.292

=====

Record 6
Density functional theory data (wB97M-V/def2-TZVPD) for a cluster of 2 separate species, C4H2F2O in total in a non-equilibrium geometry.

Atoms and positions in Å:
F: 1.1881 1.0017 -0.4567
C: 0.8197 -0.8947 0.8234
H: -0.7960 -1.5990 1.6906
H: 1.6673 -1.4688 0.4047
C: 0.4631 0.3290 0.4622
O: 0.1811 -1.8583 1.5891
C: -0.9281 1.6047 -2.9210
C: -1.8694 1.8860 -2.3056
F: -0.7259 0.9992 0.7132

Properties
Multiplicity ... 1
LUMO (alpha / beta) ... -3.9 / -3.9 eV
Orbital gap (alpha / beta) ... 0.206 / 0.207 Eh
HOMO level (alpha / beta) ... -9.547 / -9.545 eV
Total charge ... 0

Here are the Löwdin charges for atoms 1 to 2, given in e: 0.075, -0.119

=====

Record 7
Density functional theory data (wB97M-V/def2-TZVPD) for the molecule C4H2F2O in a non-equilibrium geometry.

Atoms and positions in Å:
C: 1.8305 0.4798 -0.0990
C: -0.2654 -0.4172 -0.9268
C: -1.2295 -0.4029 -0.0644
F: -1.5065 -1.5530 0.5313
H: -2.6509 0.2457 0.8538
F: 2.6841 -0.3268 0.6264
H: 2.3602 1.4863 -0.0508
O: -2.2038 0.5791 0.0382
C: 0.9812 -0.0909 -0.9086

Properties
Multiplicity ... 1
LUMO ... 0.2 eV
SMILES ... OC(F)=C=C=CF
Orbital gap ... 0.331 Eh
HOMO level ... -8.760 eV
Total charge ... 0

Here are the Löwdin charges for atoms 1 to 2, given in e: -0.127, 0.045

=====

Record 8
Density functional theory data (wB97M-V/def2-TZVPD) for the molecule C4H2F2O.

Atoms and positions in Å:
C: 0.5558 -1.0210 0.4926
C: -0.1382 1.0345 0.5924
O: 0.4866 0.0959 1.3068
H: 1.0471 -1.9024 0.8996
H: -1.0039 1.2110 -1.4208
C: -0.4889 0.6356 -0.6558
F: -0.3014 2.1817 1.2208
F: -0.1449 -1.5289 -1.7430
C: -0.0121 -0.7063 -0.6925

Properties
Multiplicity ... 1
LUMO ... 0.9 eV
SMILES ... Fc1coc(F)c1
Orbital gap ... 0.369 Eh
HOMO level ... -9.112 eV
Total charge ... 0

Here are the Löwdin charges for atoms 1 to 2, given in e: -0.022, -0.360

=====

Record 9
Density functional theory data (wB97M-V/def2-TZVPD) for the molecule C4H2F2O in a non-equilibrium geometry.

Atoms and positions in Å:
C: -1.0668 -0.4633 0.4678
C: -2.0908 0.2767 -2.0640
O: 0.6265 0.6993 -0.8010
H: 0.9121 1.5360 -1.1159
C: -1.6269 -0.0744 -0.9507
F: -0.9498 1.9659 0.1143
H: -0.4546 -1.3146 0.6584
C: -0.5465 0.7470 -0.1294
F: -1.9465 -0.1952 1.4230

Properties
Multiplicity ... 3
⟨S²⟩ ... 2.043
LUMO (alpha / beta) ... 0.7 / -2.7 eV
Orbital gap (alpha / beta) ... 0.288 / 0.277 Eh
HOMO level (alpha / beta) ... -7.124 / -10.216 eV
Total charge ... 0

Here are the Löwdin charges for atoms 1 to 2, given in e: -0.168, 0.284

=====

Record 10
Density functional theory data (wB97M-V/def2-TZVPD) for a structure of composition C4H2F3I in a non-equilibrium geometry.

Atoms and positions in Å:
C: 0.2733 1.1961 0.1166
C: -0.2801 -0.6808 -0.4880
F: 0.5654 -0.6797 1.9460
C: 0.6366 -0.2228 0.6351
H: 0.6205 2.2608 0.4594
F: 1.9724 -0.5598 0.3403
C: -0.4708 0.7430 -0.8666
H: -0.8623 1.1982 -1.7056
I: -2.4988 -1.5458 0.7946
F: 0.0436 -1.7091 -1.2320

Properties
Multiplicity ... 1
LUMO ... -1.6 eV
Orbital gap ... 0.284 Eh
HOMO level ... -9.310 eV
Total charge ... 0

Here are the Löwdin charges for atoms 1 to 2, given in e: 0.074, -0.431

=====

Record 11
Density functional theory data (wB97M-V/def2-TZVPD) for the molecule C4H2F4 in a non-equilibrium geometry.

Atoms and positions in Å:
F: 0.2715 1.2003 -1.7415
F: 2.2323 -0.2724 -0.0409
C: 0.0209 0.2597 -0.8166
F: 0.9817 -1.9476 0.0161
C: 0.9534 -0.6199 -0.0206
C: -1.1846 0.0544 -0.0488
F: 0.2471 1.1823 1.7070
H: -1.6735 -0.8434 -0.1434
H: -1.9137 0.7647 0.3193
C: 0.0650 0.2220 0.7695

Properties
Multiplicity ... 1
LUMO ... 0.6 eV
SMILES ... FC1(F)[C@]2(F)C[C@]12F
Orbital gap ... 0.394 Eh
HOMO level ... -10.091 eV
Total charge ... 0

Here are the Löwdin charges for atoms 1 to 2, given in e: 0.116, 0.155

=====

Record 12
Density functional theory data (wB97M-V/def2-TZVPD) for a structure of composition C4H2HoO2 in a non-equilibrium geometry.

Atoms and positions in Å:
C: -1.0778 -1.2542 0.2616
Ho: 1.1431 -2.0202 0.0796
C: -0.0244 0.8156 0.4065
C: -0.5390 -0.3013 0.9992
H: -2.5481 0.2634 -0.2334
O: 2.0142 -0.1645 -0.1977
C: 1.2485 0.9199 -0.0603
O: -1.8581 -0.1163 -0.7835
H: 1.6417 1.8576 -0.4720

Properties
Multiplicity ... 5
⟨S²⟩ ... 6.108
LUMO (alpha / beta) ... -6.1 / -6.2 eV
Orbital gap (alpha / beta) ... 0.260 / 0.245 Eh
HOMO level (alpha / beta) ... -13.161 / -12.833 eV
Total charge ... +1

Here are the Löwdin charges for atoms 1 to 2, given in e: -0.096, 1.534

=====

Computed energy above the lowest of the compared OMol25 structures with the same formula, charge and spin (kcal per mole) in order:
10.4, 0.2, 36.2, 44.2, 75.9, 220.9, 83.6, 1.4, 87.6, 23.6, 31.9, 79.8
Computed molar mass (g mol⁻¹) in order:
120.510, 147.586, 117.511, 191.991, 88.056, 104.055, 104.055, 104.055, 104.055, 233.958, 126.052, 246.988
Computed total energy (Ha) in order:
-788.83397, -1141.99905, -764.27577, -1605.68233, -353.13978, -428.20186, -428.42067, -428.55154, -428.26758, -750.80254, -552.95514, -1251.57960